(1)
DFT (ωB97M-V/def2-TZVPD) results for a 10-piece molecular cluster, C30H50Cl10O15 overall in a non-equilibrium geometry.

Computed properties:
Highest occupied orbital energy (eV): -9.86
Kohn-Sham gap (eV): 9.53
E (eV): -187860.409
Charge: 0
ΔE to the lowest compared entry with this formula, charge and spin (kcal/mol): 15.1
LUMO level (eV): -0.33
Max |F| (eV Å⁻¹): 1.65

Last column: Mulliken charge in e.
Atoms and positions in Å:
C -0.015 -4.757 4.017  -1.608
C -0.463 -3.480 3.319  0.895
C -1.390 -3.760 2.128  0.085
O -2.522 -2.937 2.391  -0.312
C -2.485 -2.437 3.625  0.713
O -3.336 -1.771 4.114  -0.554
O -1.334 -2.800 4.237  -0.397
H -0.866 -5.288 4.447  0.426
H 0.554 -4.521 4.920  0.388
H 0.582 -5.375 3.348  0.246
H 0.338 -2.774 3.093  0.138
H -1.700 -4.804 2.160  0.228
H -0.917 -3.489 1.189  -0.291
C -1.287 -1.116 -1.590  -1.142
C 0.119 -0.959 -1.042  1.835
C 1.189 -0.482 -2.007  -0.666
O 1.264 0.932 -1.744  -0.146
C 0.630 1.200 -0.583  0.235
O 0.596 2.288 -0.100  -0.514
O 0.096 0.097 -0.050  0.011
H -1.998 -1.141 -0.760  0.085
H -1.505 -2.058 -2.095  0.258
H -1.604 -0.314 -2.259  0.321
H 0.491 -1.858 -0.553  -0.677
H 0.936 -0.609 -3.058  0.205
H 2.173 -0.903 -1.805  0.179
C 1.290 -0.612 4.721  -1.592
C 0.834 0.726 4.185  0.661
C -0.059 0.763 2.903  0.998
O -1.298 1.264 3.373  0.053
C -1.208 1.674 4.632  0.341
O -2.100 2.207 5.208  -0.540
O -0.001 1.368 5.145  -0.442
H 1.866 -0.345 5.615  0.457
H 2.005 -1.097 4.055  0.352
H 0.521 -1.278 5.108  0.299
H 1.711 1.344 3.989  0.295
H -0.169 -0.230 2.473  -0.590
H 0.387 1.453 2.192  -0.392
C -4.148 -0.089 1.245  -0.885
C -5.320 0.759 1.720  0.320
C -5.337 0.925 3.247  -0.293
O -5.030 2.310 3.445  -0.338
C -4.954 2.917 2.239  0.672
O -4.665 4.064 2.082  -0.575
O -5.324 2.099 1.267  -0.412
H -4.067 -1.014 1.808  0.169
H -3.228 0.502 1.311  0.107
H -4.239 -0.392 0.198  0.400
H -6.215 0.236 1.382  0.383
H -4.682 0.226 3.757  0.211
H -6.361 0.796 3.607  0.301
C -0.028 3.188 -4.653  -1.441
C 0.299 1.935 -5.446  0.476
C 0.578 2.283 -6.929  -0.480
O 1.882 1.752 -7.158  -0.369
C 2.417 1.271 -6.034  0.574
O 3.503 0.800 -5.949  -0.521
O 1.546 1.367 -5.010  -0.131
H -0.112 2.956 -3.591  0.213
H -0.943 3.629 -5.050  0.428
H 0.772 3.919 -4.769  0.408
H -0.453 1.153 -5.362  0.289
H 0.679 3.364 -7.005  0.281
H -0.137 1.864 -7.629  0.316
Cl 1.298 -4.399 -0.170  -0.041
C 3.103 -4.434 -0.070  -0.634
C 3.598 -5.815 0.282  -0.508
Cl 3.034 -6.224 1.940  -0.177
H 3.443 -3.623 0.569  0.346
H 3.467 -4.123 -1.052  0.351
H 4.671 -5.982 0.235  0.405
H 3.160 -6.564 -0.375  0.268
Cl -3.770 -6.637 -3.594  -0.177
C -2.089 -6.064 -3.744  -0.461
C -1.493 -5.962 -2.336  -0.533
Cl -2.126 -4.573 -1.449  -0.079
H -1.958 -5.161 -4.334  0.339
H -1.521 -6.822 -4.286  0.327
H -0.417 -5.819 -2.458  0.170
H -1.616 -6.892 -1.790  0.414
Cl 4.491 -0.832 -3.024  -0.208
C 4.548 0.898 -2.601  0.444
C 5.750 1.193 -1.724  -0.482
Cl 7.273 0.745 -2.499  -0.190
H 3.607 1.105 -2.095  -0.463
H 4.541 1.487 -3.516  0.282
H 5.639 0.657 -0.784  0.345
H 5.805 2.271 -1.581  0.301
Cl 4.068 6.222 -2.466  -0.207
C 2.488 5.455 -2.116  -0.028
C 2.359 5.141 -0.645  0.119
Cl 2.213 6.573 0.363  -0.193
H 2.397 4.527 -2.671  -0.113
H 1.711 6.153 -2.419  0.365
H 3.229 4.599 -0.281  0.260
H 1.453 4.554 -0.500  -0.173
Cl 0.717 4.516 2.817  -0.171
C -0.699 5.108 1.938  -0.325
C -1.962 5.196 2.779  -0.158
Cl -1.746 6.291 4.152  -0.216
H -0.873 4.412 1.115  0.099
H -0.512 6.084 1.493  0.464
H -2.295 4.215 3.106  -0.087
H -2.741 5.587 2.129  0.382


(2)
DFT (ωB97M-V/def2-TZVPD) results for one molecule with the formula C19H19NO4.

Computed properties:
Highest occupied orbital energy (eV): -8.82
Kohn-Sham gap (eV): 9.27
E (eV): -29692.676
Charge: 0
ΔE to the lowest compared entry with this formula, charge and spin (kcal/mol): 8.0
LUMO level (eV): 0.45
Max |F| (eV Å⁻¹): 0.67

Last column: Mulliken charge in e.
Atoms and positions in Å:
C 5.382 2.056 1.225  -1.331
C 4.024 1.409 1.037  0.728
O 3.028 1.773 1.613  -0.593
N 4.066 0.382 0.135  -0.142
C 3.011 -0.435 -0.289  0.371
C 1.885 -0.622 0.500  -0.745
C 0.844 -1.430 0.058  0.191
C 0.932 -2.066 -1.176  -0.817
C 2.067 -1.896 -1.945  -0.862
C 3.115 -1.088 -1.528  1.346
C 4.328 -0.918 -2.394  -1.728
H 4.193 -1.442 -3.336  0.372
H 4.507 0.135 -2.614  0.365
H 5.217 -1.327 -1.910  0.379
H 2.142 -2.398 -2.899  0.312
H 0.124 -2.693 -1.517  0.506
C -0.332 -1.597 0.939  0.646
O -0.333 -1.388 2.128  -0.634
O -1.416 -1.998 0.256  -0.330
C -2.632 -2.150 0.973  -0.658
H -2.959 -3.191 0.882  0.383
C -3.727 -1.242 0.413  0.350
O -4.846 -1.670 0.245  -0.588
C -3.333 0.139 0.078  0.552
C -2.349 0.839 0.775  -0.377
C -2.012 2.123 0.396  -0.751
C -2.639 2.743 -0.679  1.001
C -3.638 2.049 -1.358  -0.520
C -3.987 0.770 -0.982  -0.872
H -4.759 0.228 -1.508  0.433
H -4.144 2.522 -2.188  0.390
C -2.275 4.136 -1.085  -1.435
H -2.237 4.225 -2.169  0.365
H -1.312 4.423 -0.670  0.359
H -3.027 4.837 -0.720  0.293
H -1.246 2.652 0.944  0.400
H -1.865 0.404 1.635  0.457
H -2.462 -1.916 2.033  0.395
H 1.800 -0.131 1.456  0.518
H 4.942 0.236 -0.345  0.248
H 6.104 1.320 1.571  0.337
H 5.733 2.479 0.286  0.342
H 5.299 2.849 1.962  0.343